# 1
{"formula": "C36H28IN9O3S2Ti", "method": "ωB97M-V/def2-TZVPD", "symbols": ["Ti", "C", "C", "C", "C", "C", "N", "C", "C", "C", "C", "C", "C", "C", "N", "C", "C", "C", "N", "C", "C", "N", "C", "C", "C", "N", "H", "H", "H", "H", "H", "H", "H", "H", "H", "H", "H", "H", "H", "H", "H", "H", "H", "H", "S", "C", "S", "C", "C", "N", "C", "N", "O", "C", "O", "C", "C", "C", "C", "C", "C", "C", "C", "C", "N", "H", "H", "H", "H", "H", "H", "N", "C", "O", "C", "I", "H", "H", "H", "H"], "xyz": [[0.186110, 0.037108, 0.426587], [1.194846, -5.711618, 4.820391], [0.694901, -4.558593, 3.992695], [-0.565407, -4.005153, 4.180424], [-1.007726, -2.937406, 3.423513], [-0.229418, -2.364751, 2.400617], [-0.676187, -1.306393, 1.638995], [-2.044575, -0.963969, 1.798614], [-3.042055, -1.785877, 1.286170], [-4.378724, -1.452356, 1.411438], [-4.759896, -0.273109, 2.045676], [-6.200427, 0.151898, 2.126770], [-3.767618, 0.560824, 2.541069], [-2.427479, 0.223091, 2.421900], [-1.445643, 1.138872, 2.890878], [-1.589871, 2.100403, 3.825651], [-0.427617, 2.828804, 3.858660], [0.389215, 2.249971, 2.878226], [-0.228931, 1.227272, 2.309041], [1.044818, -2.930477, 2.227826], [1.491709, -3.980545, 3.017311], [1.939365, -2.419633, 1.251458], [2.922066, -3.094300, 0.631483], [3.715287, -2.182401, -0.025769], [3.124685, -0.953913, 0.242541], [2.038426, -1.091199, 1.007872], [0.471969, -5.976638, 5.591790], [2.137363, -5.468834, 5.315115], [1.365978, -6.598708, 4.206795], [-1.216517, -4.406147, 4.949232], [-1.989045, -2.529290, 3.617443], [-2.737622, -2.685582, 0.766288], [-5.134539, -2.100841, 0.984690], [-6.865520, -0.649823, 1.806884], [-6.377532, 1.020021, 1.487886], [-6.471889, 0.438278, 3.143875], [-4.042085, 1.523334, 2.951200], [-2.499344, 2.196756, 4.391061], [-0.207806, 3.673145, 4.486671], [1.380848, 2.519699, 2.548737], [2.503948, -4.340209, 2.876254], [2.974853, -4.167245, 0.686141], [4.551112, -2.385783, -0.669878], [3.392699, 0.013699, -0.138290], [0.392133, -1.482254, -1.389004], [-0.184813, -1.033684, -3.011736], [-1.727906, -0.453382, -3.299820], [0.732944, -1.357780, -4.019291], [0.391966, -1.225219, -5.394168], [0.155560, -1.117574, -6.518907], [2.064593, -1.784064, -3.745947], [3.149811, -2.132471, -3.556561], [2.905261, 2.960741, 0.793437], [2.318505, 2.349447, -0.077696], [1.456045, 1.405315, 0.140495], [2.587517, 2.642166, -1.537292], [3.779698, 3.324949, -1.869670], [4.052545, 3.546005, -3.185562], [3.141466, 3.108477, -4.172402], [3.356171, 3.281893, -5.559934], [2.434111, 2.829079, -6.457995], [1.249631, 2.193906, -6.019254], [1.009666, 2.021636, -4.686885], [1.960869, 2.463744, -3.736605], [1.713293, 2.235223, -2.418100], [4.436157, 3.643708, -1.073584], [4.960716, 4.054244, -3.489296], [4.266079, 3.767622, -5.893021], [2.611830, 2.945148, -7.519635], [0.543146, 1.804015, -6.738111], [0.112163, 1.521451, -4.333087], [-1.185511, 2.650140, -1.656712], [-1.923732, 1.780314, -0.955719], [-1.254293, 0.916100, -0.231311], [-3.310754, 1.824617, -0.874356], [-3.834030, 3.732752, 1.034255], [-0.218766, 2.392710, -1.859888], [-1.664462, 3.212816, -2.338878], [-3.804265, 1.011975, -0.365925], [-3.860081, 2.383878, -1.613751]], "forces_ev_per_angstrom": [[0.06, -0.50, 0.02], [0.00, 0.00, 0.00], [-0.01, 0.01, 0.00], [0.01, -0.01, 0.00], [0.00, 0.02, -0.03], [-0.02, 0.02, 0.10], [0.09, -0.03, -0.15], [-0.02, 0.02, 0.02], [0.02, 0.00, -0.05], [0.00, 0.02, 0.01], [-0.01, -0.02, 0.00], [-0.01, -0.01, -0.01], [-0.01, -0.02, 0.05], [-0.05, 0.01, 0.03], [0.08, -0.06, 0.05], [-0.02, -0.01, 0.04], [0.02, 0.01, 0.02], [0.04, -0.07, 0.07], [-0.13, 0.19, -0.16], [0.03, 0.01, 0.01], [0.01, 0.00, 0.00], [-0.04, 0.00, -0.02], [0.02, 0.00, -0.03], [0.01, -0.04, 0.03], [-0.04, 0.02, 0.01], [0.10, 0.01, 0.07], [0.00, 0.00, 0.00], [0.00, 0.00, 0.00], [0.00, 0.00, 0.00], [0.00, 0.00, 0.00], [-0.01, 0.00, 0.00], [0.00, 0.00, 0.00], [0.00, 0.00, 0.00], [0.00, -0.01, 0.00], [0.02, 0.01, 0.01], [0.00, 0.00, 0.00], [0.01, -0.07, 0.02], [0.00, -0.02, -0.01], [0.00, 0.00, 0.00], [-0.01, 0.01, -0.02], [0.00, 0.00, 0.00], [0.00, 0.00, 0.01], [0.00, 0.02, -0.01], [0.01, -0.01, -0.01], [-0.09, 0.11, 0.26], [-0.04, -0.15, -0.14], [0.04, 0.12, 0.08], [0.07, 0.17, 0.03], [-0.01, 0.04, -0.01], [0.00, 0.01, 0.00], [-0.03, -0.04, 0.02], [0.01, 0.04, 0.01], [0.03, -0.04, -0.03], [-0.08, 0.09, 0.11], [0.01, 0.10, -0.13], [0.11, -0.01, -0.04], [0.01, -0.02, -0.01], [0.01, 0.02, 0.00], [-0.02, -0.02, 0.00], [0.01, 0.01, 0.01], [-0.01, -0.01, -0.04], [0.02, -0.03, 0.07], [-0.06, -0.05, 0.02], [-0.01, 0.01, -0.01], [-0.05, 0.03, 0.06], [0.00, 0.00, 0.00], [0.00, -0.01, 0.00], [0.00, 0.00, 0.00], [0.00, 0.00, 0.00], [-0.02, 0.00, -0.04], [0.05, -0.03, -0.01], [0.01, -0.09, -0.09], [0.05, 0.01, 0.10], [-0.14, 0.08, -0.18], [-0.03, -0.04, -0.01], [0.02, 0.14, -0.07], [-0.02, 0.01, -0.01], [0.01, 0.03, 0.02], [0.00, 0.00, 0.00], [-0.01, 0.01, 0.00]], "multiplicity": 2, "gap_ev": [6.15, 5.76], "total_energy_ha": -4050.9746, "charge": -1}


# 2
{"formula": "C36H28NNiO6P2SSe", "method": "ωB97M-V/def2-TZVPD", "symbols": ["Ni", "O", "C", "C", "C", "C", "C", "C", "P", "C", "C", "C", "C", "C", "C", "C", "C", "C", "C", "C", "C", "C", "C", "C", "C", "C", "C", "P", "C", "C", "C", "C", "C", "C", "C", "C", "C", "C", "C", "C", "H", "H", "H", "H", "H", "H", "H", "H", "H", "H", "H", "H", "H", "H", "H", "H", "H", "H", "H", "H", "H", "H", "H", "H", "H", "H", "H", "H", "O", "S", "N", "O", "Se", "O", "O", "O"], "xyz": [[0.799455, -1.530742, -0.443642], [-0.276594, 1.422709, 1.195740], [0.440867, 1.144790, 2.330427], [1.215258, 2.059464, 3.022967], [1.887608, 1.644601, 4.160581], [1.790985, 0.336348, 4.605325], [1.023406, -0.574495, 3.895120], [0.332444, -0.181698, 2.753520], [-0.422718, -1.353202, 1.600528], [-2.154910, -0.867411, 1.353141], [-2.849987, -0.038707, 2.230696], [-4.171351, 0.290796, 1.974936], [-4.806440, -0.214197, 0.846084], [-4.118417, -1.045603, -0.024248], [-2.791538, -1.372764, 0.222104], [-0.571087, -2.904729, 2.534544], [-0.092505, -4.071575, 1.946441], [-0.239023, -5.287299, 2.604613], [-0.858127, -5.341629, 3.842551], [-1.345134, -4.179175, 4.429413], [-1.206716, -2.968554, 3.774755], [0.015046, 2.523526, 0.416265], [-0.278344, 3.801625, 0.883431], [-0.058934, 4.891257, 0.063479], [0.433322, 4.700977, -1.224116], [0.687789, 3.422376, -1.678909], [0.484740, 2.302033, -0.868825], [0.714360, 0.609634, -1.575188], [2.388134, 0.860830, -2.284902], [3.263609, 1.600824, -1.488472], [4.582540, 1.794769, -1.868862], [5.045977, 1.262069, -3.060335], [4.191239, 0.502976, -3.845685], [2.879382, 0.282935, -3.454470], [-0.610166, 0.760569, -2.816955], [-1.874471, 0.999592, -2.279672], [-2.984678, 1.092019, -3.100619], [-2.842578, 0.960726, -4.474132], [-1.588747, 0.728360, -5.013237], [-0.478508, 0.616974, -4.190712], [1.331448, 3.069492, 2.658282], [2.513047, 2.351943, 4.689764], [2.334408, 0.016216, 5.484320], [0.985370, -1.607510, 4.213959], [-2.346757, 0.368665, 3.100621], [-4.706317, 0.944311, 2.653123], [-5.838092, 0.048480, 0.645236], [-4.599517, -1.432627, -0.913597], [-2.250235, -2.012840, -0.469418], [0.362813, -4.036803, 0.963868], [0.127941, -6.191391, 2.136476], [-0.968517, -6.291445, 4.350980], [-1.837414, -4.220286, 5.393179], [-1.596683, -2.064715, 4.229183], [-0.688147, 3.917046, 1.878348], [-0.284426, 5.887721, 0.421714], [0.601331, 5.548938, -1.875415], [1.046956, 3.276668, -2.690905], [2.933629, 2.003178, -0.539629], [5.244207, 2.349207, -1.215319], [6.075493, 1.411743, -3.362089], [4.553749, 0.047595, -4.758949], [2.266884, -0.398934, -4.018971], [-2.000102, 1.104947, -1.207224], [-3.961654, 1.256481, -2.662634], [-3.709588, 1.024242, -5.119810], [-1.471640, 0.603653, -6.082103], [0.479420, 0.394912, -4.630228], [3.571324, 0.571580, 1.542431], [3.644583, -0.854476, 1.167231], [2.567701, -1.489176, 0.391944], [-0.352106, -3.016712, -1.117674], [-0.009465, -2.911397, -2.775773], [0.640853, -4.263803, -3.332527], [1.114150, -1.691103, -2.609603], [-1.329836, -2.394803, -3.532470]], "forces_ev_per_angstrom": [[0.00, 0.09, -0.59], [0.03, 0.05, -0.01], [-0.01, -0.08, 0.10], [-0.04, 0.05, -0.06], [0.02, -0.04, 0.05], [0.01, 0.03, 0.01], [0.00, 0.05, -0.02], [-0.01, 0.00, 0.12], [0.12, -0.10, -0.34], [-0.07, 0.03, 0.16], [0.03, 0.02, -0.04], [-0.02, -0.01, 0.00], [-0.03, 0.02, 0.01], [0.01, 0.01, -0.02], [-0.03, -0.03, -0.04], [-0.02, -0.05, -0.02], [-0.01, -0.01, 0.04], [0.01, -0.01, -0.01], [0.02, -0.03, -0.02], [-0.01, -0.01, 0.02], [-0.03, 0.03, 0.00], [-0.01, -0.02, -0.06], [-0.02, -0.04, 0.00], [0.00, 0.01, 0.00], [0.00, 0.03, 0.01], [-0.04, 0.02, -0.02], [-0.07, 0.18, 0.05], [0.23, -0.07, 0.21], [-0.04, 0.11, 0.08], [0.09, 0.02, -0.03], [-0.03, 0.01, 0.06], [0.04, -0.02, -0.04], [0.04, 0.01, -0.01], [-0.02, -0.02, 0.03], [-0.05, -0.01, -0.02], [-0.05, -0.02, -0.04], [-0.02, 0.00, 0.03], [-0.02, 0.00, -0.02], [-0.01, 0.00, -0.04], [0.01, 0.02, 0.06], [0.02, -0.03, 0.01], [0.00, 0.00, 0.00], [0.00, 0.00, 0.00], [-0.01, 0.00, 0.00], [0.00, 0.00, 0.01], [0.00, 0.00, 0.00], [0.00, 0.00, 0.00], [-0.01, 0.00, 0.01], [0.03, 0.03, 0.00], [0.00, 0.02, 0.00], [0.00, -0.01, 0.01], [-0.01, 0.00, 0.00], [0.00, 0.00, 0.00], [-0.01, 0.01, -0.02], [-0.01, 0.02, -0.01], [0.00, 0.00, 0.00], [0.00, 0.01, 0.00], [0.00, -0.01, 0.00], [0.03, -0.02, -0.02], [0.01, 0.01, -0.01], [0.00, 0.01, -0.01], [0.00, 0.00, 0.00], [-0.07, 0.02, -0.04], [0.01, -0.03, 0.03], [0.00, 0.01, 0.00], [0.00, 0.00, 0.00], [0.00, -0.01, -0.01], [0.09, 0.00, 0.00], [0.09, -0.11, -0.04], [-0.42, 0.14, -0.19], [0.34, -0.05, 0.19], [-0.20, -0.19, 0.28], [-0.30, 0.06, 0.65], [0.13, -0.29, -0.16], [0.50, 0.17, -0.06], [-0.22, 0.04, -0.28]], "multiplicity": 3, "gap_ev": [7.84, 8.47], "total_energy_ha": -6885.5197, "charge": -1}


# 3
{"formula": "C36H29BrF3N6O9P2SZr", "method": "ωB97M-V/def2-TZVPD", "symbols": ["Zr", "C", "C", "C", "C", "N", "C", "C", "C", "C", "C", "C", "N", "C", "C", "C", "C", "C", "N", "H", "H", "H", "H", "H", "H", "H", "H", "H", "H", "H", "C", "C", "O", "P", "O", "O", "O", "P", "O", "O", "O", "H", "H", "H", "H", "H", "H", "H", "F", "C", "F", "F", "C", "C", "C", "C", "N", "C", "S", "H", "H", "H", "Br", "C", "C", "C", "C", "C", "C", "C", "O", "O", "H", "H", "H", "H", "N", "C", "C", "C", "C", "C", "N", "C", "H", "H", "H", "H"], "xyz": [[-0.082515, -0.440710, -0.172858], [-0.006201, -2.226228, -4.544299], [-1.122988, -3.032128, -4.647142], [-2.002008, -3.081279, -3.581209], [-1.730791, -2.337335, -2.444881], [-0.612332, -1.615871, -2.310422], [0.212860, -1.545106, -3.362018], [-2.669328, -2.282115, -1.309936], [-3.989636, -2.683972, -1.459122], [-4.835456, -2.610629, -0.373648], [-4.331202, -2.153092, 0.827237], [-3.006680, -1.748510, 0.899012], [-2.189992, -1.795259, -0.161573], [-2.416638, -1.278802, 2.170811], [-3.152320, -1.231822, 3.348715], [-2.542635, -0.824874, 4.519219], [-1.208493, -0.466890, 4.477510], [-0.554131, -0.518646, 3.261927], [-1.126520, -0.926319, 2.124496], [0.694994, -2.121960, -5.359685], [-1.318080, -3.604326, -5.544008], [-2.881480, -3.703280, -3.634629], [1.057045, -0.884867, -3.251597], [-4.353725, -3.022137, -2.415830], [-5.872160, -2.905890, -0.458779], [-4.971957, -2.105713, 1.692045], [-4.194788, -1.505305, 3.364478], [-3.103928, -0.780895, 5.442657], [-0.681354, -0.130941, 5.358776], [0.462947, -0.179741, 3.193002], [3.799471, -4.224677, -0.862549], [2.606139, -3.364174, -1.274289], [2.277471, -3.618592, -2.645903], [3.065783, -1.596644, -1.325114], [4.158744, -1.279025, -0.229739], [3.895512, -1.463639, -2.660420], [1.928559, -0.642239, -1.201309], [1.070624, -3.724046, -0.277687], [1.567733, -4.553926, 0.997924], [0.192730, -4.502845, -1.178368], [0.612874, -2.406262, 0.318673], [4.648523, -4.030584, -1.520476], [3.531039, -5.275053, -0.973574], [4.083974, -4.046461, 0.173459], [1.433957, -4.111997, -2.633155], [5.069504, -1.493531, -0.475170], [3.462381, -1.874565, -3.424996], [1.331062, -5.489482, 0.941507], [-1.312043, 5.152725, -4.038024], [-1.090726, 3.922154, -3.532707], [-2.267963, 3.497470, -3.031332], [-0.786164, 3.128701, -4.575969], [-0.003767, 3.953199, -2.489947], [0.562591, 5.168084, -2.149650], [1.543746, 5.214722, -1.172563], [1.916965, 4.025101, -0.583510], [1.389294, 2.842402, -0.898973], [0.434680, 2.782371, -1.832566], [-0.237196, 1.222050, -2.256140], [0.233604, 6.070774, -2.644157], [2.006825, 6.145608, -0.879777], [2.688098, 4.015915, 0.181441], [-1.061030, 5.541098, 4.460389], [-1.875689, 4.669079, 2.994109], [-3.034760, 5.193224, 2.439919], [-3.631879, 4.550179, 1.364003], [-3.083762, 3.385369, 0.852905], [-1.920363, 2.876657, 1.418341], [-1.302426, 3.519324, 2.486037], [-1.316302, 1.647571, 0.875333], [-1.951657, 0.865695, 0.118595], [-0.115439, 1.326356, 1.155395], [-3.462410, 6.099696, 2.845354], [-4.528282, 4.967049, 0.925603], [-3.532550, 2.871750, 0.013376], [-0.386663, 3.122331, 2.901724], [4.823326, 3.461742, 1.982082], [4.317773, 2.435104, 2.073929], [3.669153, 1.158044, 2.169845], [4.113289, 0.177708, 3.049676], [3.439733, -1.030150, 3.075609], [2.356573, -1.210933, 2.234389], [1.921189, -0.261894, 1.398113], [2.567203, 0.902707, 1.362091], [4.963660, 0.364132, 3.691748], [3.743676, -1.826755, 3.739519], [1.809696, -2.143476, 2.223540], [2.193411, 1.639506, 0.655191]], "forces_ev_per_angstrom": [[0.04, -0.36, 0.41], [-0.01, -0.01, -0.01], [0.02, 0.00, -0.02], [-0.02, 0.00, 0.00], [0.06, -0.05, 0.03], [0.16, 0.26, -0.06], [-0.07, -0.01, -0.02], [0.00, -0.05, 0.01], [0.00, -0.02, 0.02], [0.01, 0.00, -0.01], [0.00, -0.01, 0.01], [-0.02, -0.08, 0.01], [0.10, 0.22, -0.12], [0.12, -0.10, 0.03], [-0.03, -0.02, 0.01], [0.00, 0.01, 0.01], [0.00, -0.01, -0.01], [-0.09, 0.04, -0.01], [0.04, 0.18, 0.04], [0.00, 0.00, 0.00], [0.00, 0.00, 0.00], [0.00, 0.00, 0.00], [0.00, 0.00, 0.00], [-0.01, -0.01, 0.00], [0.00, 0.00, 0.00], [0.00, 0.00, 0.00], [0.00, -0.01, -0.01], [0.00, -0.01, 0.00], [0.01, 0.00, 0.00], [0.03, 0.03, 0.00], [-0.02, 0.03, -0.01], [0.07, -0.09, 0.03], [-0.01, 0.00, -0.03], [0.02, 0.01, 0.04], [0.07, -0.01, 0.02], [-0.05, 0.15, -0.08], [0.02, -0.19, -0.13], [0.11, -0.06, -0.08], [-0.04, -0.04, -0.01], [-0.02, 0.00, 0.01], [-0.44, 0.11, -0.11], [0.00, 0.01, 0.00], [-0.01, 0.00, 0.01], [0.01, 0.00, 0.00], [-0.01, 0.01, 0.00], [-0.07, 0.00, -0.02], [0.04, -0.11, 0.07], [0.04, 0.06, -0.03], [-0.02, -0.12, 0.02], [-0.05, 0.02, -0.08], [0.10, 0.04, -0.06], [-0.05, 0.08, 0.11], [0.04, -0.07, 0.12], [0.00, -0.02, -0.01], [0.00, 0.06, -0.02], [0.03, -0.05, 0.03], [-0.05, 0.04, -0.06], [-0.04, 0.17, 0.01], [0.11, -0.13, 0.24], [0.00, 0.00, 0.00], [0.00, 0.00, 0.00], [-0.01, -0.01, 0.00], [0.00, 0.00, -0.01], [-0.01, 0.01, 0.00], [0.01, 0.00, 0.01], [-0.01, 0.01, 0.00], [-0.02, -0.04, -0.01], [0.02, 0.01, 0.01], [0.04, 0.01, -0.02], [-0.13, -0.02, -0.25], [-0.12, -0.12, 0.21], [0.15, 0.30, -0.32], [0.00, 0.00, 0.00], [0.00, 0.00, 0.00], [0.00, 0.01, 0.00], [0.00, 0.00, 0.00], [0.01, 0.03, 0.00], [0.01, 0.01, 0.00], [-0.02, -0.07, -0.01], [0.00, 0.00, 0.01], [0.03, 0.01, 0.01], [0.07, 0.04, -0.09], [-0.16, -0.07, 0.19], [0.00, 0.00, -0.05], [0.00, 0.00, 0.00], [0.00, 0.00, 0.00], [-0.03, -0.01, 0.02], [0.04, 0.00, 0.02]], "gap_ev": 6.70, "total_energy_ha": -6396.8718, "charge": 1}